Molecular formula: C5H6N
Method: DFT, ωB97M-V/def2-TZVPD

Summary:
* E_tot: -248.4603 Eh
* HOMO: -14.54 eV
* relative energy (zero: lowest compared OMol25 entry of this formula, charge and spin): 97.5 kcal/mol
* frontier orbital gap: 0.3345 Ha
* net charge: +1
* strongest force on any atom: 2.6 eV/A

Each line ends with the Löwdin charge.
Geometry (Å):
C (1.54, 0.26, 0.04)  0.0014
C (0.36, 0.87, 0.08)  -0.0513
C (-2.24, 0.24, -0.08)  0.0411
C (2.64, -0.38, -0.04)  0.0990
C (-1.39, -0.95, 0.09)  0.1630
N (-0.79, 0.16, 0.04)  0.0001
H (3.13, -0.55, -1.00)  0.1006
H (0.27, 1.95, 0.14)  0.1435
H (-2.66, 0.48, -1.05)  0.1257
H (-2.79, 0.64, 0.77)  0.1252
H (3.18, -0.73, 0.82)  0.0972
H (-1.26, -2.00, 0.20)  0.1546

=====

Molecular formula: C17H26ClHfO2P2
Method: DFT, ωB97M-V/def2-TZVPD

Summary:
* E_tot: -2003.6973 Eh
* HOMO (spin up / spin down): -16.71 / -16.71 eV
* frontier orbital gap (spin up / spin down): 0.1814 / 0.1812 Ha
* net charge: +3
* strongest force on any atom: 8.9 eV/A

Each line ends with the Löwdin charge.
Geometry (Å):
C (-5.05, -2.98, -2.23)  0.0449
C (-4.30, -2.04, -1.43)  -0.2517
H (-6.08, -2.60, -2.18)  0.1455
H (-5.04, -3.98, -1.76)  0.1480
H (-4.69, -3.00, -3.27)  0.1347
O (-4.49, -1.18, -0.65)  0.2200
Cl (-1.95, -2.25, -1.77)  0.3055
Hf (-0.59, -0.75, -0.49)  0.9309
P (-1.03, -1.71, 1.90)  0.7040
C (-1.44, -0.73, 3.38)  -0.2230
C (-2.51, -2.76, 1.85)  -0.2572
H (-2.60, -3.24, 2.83)  0.0780
H (-0.11, -3.15, 3.56)  0.0794
H (-2.46, -3.53, 1.08)  0.0429
H (0.41, -3.69, 1.94)  0.0657
H (-2.34, -0.13, 3.18)  0.0592
H (-3.39, -2.14, 1.63)  0.0435
C (0.26, -2.81, 2.58)  -0.2144
H (-1.63, -1.44, 4.21)  0.0785
H (1.22, -2.28, 2.71)  0.0659
H (-0.61, -0.07, 3.64)  0.0696
P (-0.21, 0.84, -2.53)  0.7021
C (-0.31, 2.66, -2.43)  -0.2195
C (1.41, 0.65, -3.36)  -0.2116
H (-1.61, -0.53, -4.01)  0.0180
H (-1.07, 1.00, -4.76)  0.0776
H (-2.37, 1.00, -3.52)  0.0619
C (-1.43, 0.53, -3.84)  -0.2609
H (1.51, -0.35, -3.82)  0.0685
H (1.43, 1.40, -4.17)  0.0791
H (-0.15, 3.05, -3.44)  0.0796
H (0.45, 3.04, -1.75)  0.0596
H (2.24, 0.81, -2.65)  0.0573
H (-1.30, 2.93, -2.05)  0.0562
C (-1.64, 0.92, 0.28)  -0.1478
O (-2.00, 1.93, 0.77)  0.2088
C (1.24, 0.14, 0.10)  -0.2110
C (2.17, 0.75, 0.66)  -0.0289
C (3.28, 1.45, 1.21)  -0.2340
C (4.44, 0.81, 1.74)  0.0049
C (5.49, 1.56, 2.28)  -0.0261
C (5.43, 2.96, 2.27)  -0.0006
C (4.31, 3.61, 1.72)  -0.0273
C (3.25, 2.87, 1.20)  -0.0085
H (4.51, -0.28, 1.71)  0.1251
H (6.39, 1.07, 2.67)  0.1327
H (6.28, 3.55, 2.61)  0.1328
H (4.28, 4.70, 1.69)  0.1264
H (2.39, 3.36, 0.74)  0.1156

=====

Molecular formula: C47H35CdN5OP2SSe
Method: DFT, ωB97M-V/def2-TZVPD

Summary:
* E_tot: -5810.5392 Eh
* HOMO: -12.93 eV
* relative energy (zero: lowest compared OMol25 entry of this formula, charge and spin): 42.5 kcal/mol
* frontier orbital gap: 0.2580 Ha
* net charge: +2
* strongest force on any atom: 0.6 eV/A

Each line ends with the Löwdin charge.
Geometry (Å):
Cd (0.93, 0.67, -0.77)  1.3260
O (-0.68, -3.34, 0.60)  -0.4700
S (-0.24, -2.21, -0.22)  0.8383
C (-1.28, -2.25, -1.70)  -0.4209
C (-2.39, -3.07, -1.70)  -0.0565
C (-3.20, -3.14, -2.83)  -0.0273
C (-2.88, -2.39, -3.95)  -0.0361
C (-1.74, -1.60, -3.97)  -0.0501
C (-0.92, -1.54, -2.85)  -0.3769
P (0.65, -0.64, -2.88)  0.9912
C (0.65, 0.44, -4.34)  -0.3834
C (1.34, 0.15, -5.51)  -0.0678
C (1.32, 1.06, -6.56)  -0.0466
C (0.60, 2.24, -6.46)  -0.0476
C (-0.11, 2.52, -5.30)  -0.0583
C (-0.07, 1.63, -4.24)  -0.1137
C (1.95, -1.88, -3.10)  -0.3775
C (1.71, -3.24, -2.99)  -0.0702
C (2.75, -4.14, -3.15)  -0.0472
C (4.03, -3.69, -3.43)  -0.0518
C (4.28, -2.32, -3.53)  -0.0655
C (3.25, -1.42, -3.36)  -0.1370
C (-1.00, -0.73, 0.59)  -0.4335
C (-2.29, -0.29, 0.31)  -0.0791
C (-2.88, 0.66, 1.12)  -0.0508
C (-2.19, 1.19, 2.20)  -0.0356
C (-0.92, 0.73, 2.51)  -0.0828
C (-0.30, -0.25, 1.73)  -0.3971
P (1.12, -1.28, 2.40)  1.1019
C (0.61, -1.32, 4.15)  -0.3846
C (1.13, -0.49, 5.15)  -0.0927
C (0.67, -0.61, 6.45)  -0.0657
C (-0.30, -1.56, 6.77)  -0.0620
C (-0.81, -2.39, 5.78)  -0.0613
C (-0.35, -2.28, 4.48)  -0.0916
C (2.57, -0.14, 2.43)  -0.4032
C (2.51, 1.33, 2.38)  -0.0972
C (3.62, 2.08, 2.38)  -0.0235
C (4.99, 1.50, 2.24)  -0.1433
C (5.04, -0.05, 2.23)  -0.1419
C (3.75, -0.76, 2.48)  -0.0832
H (-2.61, -3.65, -0.81)  0.1233
H (-4.07, -3.79, -2.82)  0.1231
H (-3.52, -2.44, -4.83)  0.1206
H (-1.49, -1.04, -4.86)  0.1132
H (1.88, -0.78, -5.62)  0.1118
H (1.86, 0.84, -7.47)  0.1191
H (0.59, 2.94, -7.28)  0.1187
H (-0.68, 3.44, -5.22)  0.1136
H (-0.60, 1.86, -3.32)  0.0557
H (0.71, -3.61, -2.79)  0.1047
H (2.56, -5.20, -3.07)  0.1191
H (4.84, -4.40, -3.57)  0.1174
H (5.28, -1.97, -3.75)  0.1148
H (3.43, -0.35, -3.44)  0.1026
H (-2.85, -0.73, -0.51)  0.1147
H (-3.90, 0.97, 0.93)  0.1248
H (-2.67, 1.92, 2.84)  0.1245
H (-0.44, 1.07, 3.42)  0.1121
H (1.89, 0.24, 4.92)  0.0985
H (1.07, 0.03, 7.22)  0.1120
H (-0.65, -1.65, 7.79)  0.1136
H (-1.55, -3.14, 6.03)  0.1135
H (-0.72, -2.95, 3.71)  0.1061
H (1.54, 1.81, 2.49)  0.0835
H (3.55, 3.16, 2.48)  0.1280
H (5.66, 1.98, 2.96)  0.1548
H (5.85, -0.47, 2.83)  0.1554
H (3.79, -1.84, 2.60)  0.1226
N (-0.02, 6.60, 1.90)  0.2066
C (-0.43, 5.76, 1.24)  -0.1607
C (-0.92, 4.70, 0.41)  -0.1844
C (-2.17, 4.77, -0.20)  0.0369
C (-2.56, 3.72, -1.01)  -0.0073
C (-1.72, 2.63, -1.16)  -0.1524
N (-0.52, 2.56, -0.57)  -0.0133
C (-0.13, 3.58, 0.19)  -0.1110
H (-2.81, 5.63, -0.04)  0.1413
H (-3.51, 3.73, -1.52)  0.1274
H (-2.00, 1.80, -1.79)  0.1048
H (0.86, 3.52, 0.64)  0.0908
Se (3.31, 4.01, -1.30)  1.1525
N (4.76, 3.53, -0.42)  -0.1838
C (4.72, 2.26, -0.19)  -0.3518
C (5.59, 1.52, 0.78)  -0.1033
C (5.43, -0.02, 0.69)  -0.1184
C (4.26, -0.51, -0.10)  -0.0499
N (3.36, 0.20, -0.65)  0.0612
C (3.57, 1.58, -0.72)  -0.4969
N (2.68, 2.33, -1.31)  -0.3037
H (6.62, 1.87, 0.75)  0.1625
H (6.32, -0.59, 0.44)  0.1582
H (4.12, -1.59, -0.15)  0.1488